Computed, not measured: a single C4H11N3S molecule in a non-equilibrium geometry, with ωB97M-V/def2-TZVPD.

Geometry as ORCA input:
```
! RIJCOSX wB97M-V def2-TZVPD def2/J DEFGRID3
* xyz 0 1
C -1.452 -0.146 1.571
C -1.074 1.138 0.824
C -0.926 0.887 -0.679
C 1.461 0.487 -0.611
H -2.143 -0.750 1.004
H -1.862 0.088 2.570
H -0.543 -0.783 1.641
H -1.800 1.939 0.978
H -0.066 1.464 1.179
H -1.853 0.451 -1.105
H -0.713 1.843 -1.200
H 0.109 -2.009 -2.221
H 1.585 1.579 -0.836
H 1.279 -1.766 0.204
H 2.940 -1.896 0.498
N 0.175 -0.044 -0.905
N 2.453 -0.214 -0.283
N 2.220 -1.557 -0.077
S 0.211 -0.711 -2.553
*
```

Results
maximum force	1.67	eV Å⁻¹
energy relative to the best compared isomer or geometry (same formula, charge and spin)	46.2	kcal per mole
frontier orbital gap	0.34753	hartree
HOMO energy	-0.319	Eh
E_tot	-19630.157	eV

Computed, not measured: a molecular structure, C19H11Cl5N3O2PdSSe in a non-equilibrium geometry, with ωB97M-V/def2-TZVPD.

Geometry as ORCA input:
```
! RIJCOSX wB97M-V def2-TZVPD def2/J DEFGRID3
* xyz -1 3
Pd 0.356 0.221 -0.993
Cl -5.261 -2.043 -5.122
C -4.141 -1.564 -3.879
C -2.765 -1.509 -4.169
Cl -2.281 -1.709 -5.760
C -1.857 -1.179 -3.175
Cl -0.107 -1.098 -3.319
C -2.362 -0.821 -1.867
O -1.587 -0.397 -0.924
C -3.775 -0.780 -1.646
Cl -4.263 -0.201 -0.147
C -4.637 -1.330 -2.606
Cl -6.217 -1.720 -2.148
N 2.223 4.222 1.487
C 1.335 3.944 2.572
O 1.236 4.690 3.524
C 0.591 2.692 2.426
C -0.586 2.460 3.155
C -1.339 1.395 2.758
C -1.025 0.693 1.602
N 0.086 1.029 0.849
C 0.953 1.928 1.302
H 2.422 5.198 1.448
H 1.949 3.959 0.578
H -0.833 3.160 3.989
H -2.219 1.075 3.327
H -1.642 -0.108 1.215
H 1.805 2.085 0.655
Se 2.665 -0.231 -0.755
C 2.451 -1.785 0.238
C 2.273 -1.736 1.646
C 2.430 -2.933 2.390
C 2.781 -4.123 1.701
C 2.812 -4.115 0.315
C 2.686 -2.933 -0.439
H 2.031 -0.810 2.117
H 2.097 -2.857 3.425
H 3.068 -5.004 2.252
H 2.956 -5.066 -0.219
H 2.639 -3.000 -1.518
S 0.828 4.906 -2.224
C 1.097 3.302 -2.037
N 1.124 2.094 -2.026
*
```

Results
maximum force	3.55	eV Å⁻¹
energy relative to the best compared isomer or geometry (same formula, charge and spin)	7.5	kcal per mole
frontier orbital gap (alpha / beta)	0.23840 / 0.24084	hartree
HOMO energy (alpha / beta)	-0.166 / -0.187	Eh
E_tot	-170721.917	eV